Below is the molecule C19H30N2O2, with properties calculated with ωB97M-V/def2-TZVPD.

Cartesian coordinates (Å):
C (4.03, -2.51, -4.60)
H (3.03, -2.71, -4.98)
O (4.10, -2.63, -3.20)
C (3.33, -1.79, -2.44)
C (2.49, -0.81, -2.95)
C (1.76, -0.01, -2.10)
C (1.86, -0.16, -0.72)
C (2.70, -1.14, -0.22)
C (3.45, -1.96, -1.06)
C (4.37, -3.01, -0.52)
H (5.38, -2.83, -0.86)
H (4.07, -3.99, -0.89)
H (4.35, -3.02, 0.57)
H (2.79, -1.27, 0.85)
C (1.04, 0.72, 0.18)
N (-0.38, 0.55, -0.12)
C (-0.89, -0.76, 0.23)
C (-1.26, -0.90, 1.71)
N (-2.20, 0.14, 2.08)
C (-1.59, 1.44, 1.86)
H (-2.30, 2.21, 2.16)
C (-1.23, 1.62, 0.38)
C (-2.51, 1.72, -0.47)
H (-3.10, 0.82, -0.35)
H (-3.10, 2.57, -0.11)
C (-2.17, 1.92, -1.95)
O (-1.54, 3.15, -2.21)
H (-2.10, 3.86, -1.88)
H (-1.47, 1.15, -2.27)
H (-3.09, 1.83, -2.55)
H (-0.68, 2.56, 0.27)
H (-0.68, 1.56, 2.48)
C (-2.70, -0.03, 3.43)
C (-3.89, 0.87, 3.69)
C (-3.75, 2.15, 4.44)
C (-4.44, 0.98, 5.08)
H (-5.51, 1.03, 5.21)
H (-3.93, 0.46, 5.87)
H (-4.34, 3.00, 4.14)
H (-2.77, 2.42, 4.82)
H (-4.61, 0.85, 2.87)
H (-1.92, 0.17, 4.19)
H (-3.02, -1.07, 3.53)
H (-1.72, -1.88, 1.87)
H (-0.34, -0.85, 2.33)
H (-0.14, -1.50, -0.05)
H (-1.79, -0.94, -0.37)
H (1.29, 1.76, -0.01)
H (1.29, 0.50, 1.24)
H (1.10, 0.75, -2.50)
H (2.39, -0.67, -4.02)
H (4.36, -1.52, -4.94)
H (4.72, -3.27, -4.99)

F_max   0.0128 hartree/bohr
DFT total energy   -27263.7275 eV
Lowest unoccupied orbital energy   0.89 eV
Relative energy (zero: lowest compared OMol25 entry of this formula, charge and spin)   65.1 kcal per mole
HOMO level   -0.29186 Eh
Total charge   0
Gap between HOMO and LUMO   0.32460 Eh

The Mulliken scheme yields these atomic charges, measured in e: -0.91, 0.35, -0.48, 1.15, -0.71, -0.95, -0.11, -0.45, 1.02, -1.63, 0.33, 0.32, 0.39, 0.29, -0.88, 0.34, -1.06, -0.75, 0.28, -1.29, 0.57, -0.18, -0.92, 0.43, 0.39, -0.80, -0.51, 0.35, 0.25, 0.36, 0.75, 0.24, -0.94, -0.10, -0.62, -0.68, 0.26, 0.25, 0.29, 0.25, 0.40, 0.42, 0.36, 0.53, 0.31, 0.56, 0.36, 0.47, 0.29, 0.44, 0.38, 0.35, 0.26

=====

Below is a structure of composition C19H30N4O4PSe2TeW, with properties calculated with ωB97M-V/def2-TZVPD.

Cartesian coordinates (Å):
W (-0.15, 0.30, 0.50)
Se (1.02, 1.12, 2.72)
Se (-0.83, 2.33, 2.07)
C (0.20, 3.25, 0.72)
C (0.40, 4.59, 0.54)
C (1.28, 4.95, -0.49)
C (1.88, 3.97, -1.26)
C (1.60, 2.63, -1.01)
N (0.77, 2.29, -0.02)
C (-0.84, -1.08, 1.87)
C (-1.23, -1.74, 3.02)
C (-1.39, -3.11, 2.86)
C (-1.15, -3.74, 1.63)
C (-0.73, -3.01, 0.54)
N (-0.60, -1.68, 0.74)
H (-0.09, 5.33, 1.16)
H (1.49, 6.00, -0.67)
H (2.57, 4.23, -2.05)
H (2.03, 1.83, -1.59)
H (-1.40, -1.24, 3.96)
H (-1.71, -3.72, 3.70)
H (-1.29, -4.81, 1.52)
H (-0.54, -3.41, -0.45)
C (-2.00, 3.66, -2.41)
C (-2.94, 2.95, -1.48)
O (-3.14, 1.56, -1.91)
P (-2.35, 0.31, -1.47)
O (-0.79, 0.75, -1.26)
Te (-2.79, -1.63, -2.53)
O (-2.40, 0.32, 0.22)
C (-3.57, -0.24, 0.93)
C (-3.88, 0.55, 2.17)
H (-1.95, 4.71, -2.12)
H (-2.38, 3.62, -3.43)
H (-1.00, 3.23, -2.38)
H (-3.94, 3.37, -1.49)
H (-2.59, 2.93, -0.44)
H (-3.35, -1.29, 1.13)
H (-4.40, -0.20, 0.22)
H (-3.07, 0.51, 2.91)
H (-4.77, 0.14, 2.64)
H (-4.09, 1.60, 1.94)
C (3.54, -2.58, -2.15)
N (2.38, -1.81, -1.66)
C (1.52, -1.28, -2.72)
C (2.24, -1.46, -0.39)
O (1.56, -0.33, -0.14)
N (2.75, -2.13, 0.63)
C (3.09, -1.46, 1.89)
C (2.99, -3.58, 0.61)
H (3.88, -2.09, -3.06)
H (3.26, -3.60, -2.39)
H (4.34, -2.56, -1.42)
H (1.31, -2.08, -3.42)
H (2.03, -0.47, -3.25)
H (0.57, -0.91, -2.32)
H (3.25, -0.40, 1.72)
H (4.02, -1.89, 2.26)
H (2.31, -1.62, 2.64)
H (2.45, -4.04, -0.21)
H (2.62, -3.99, 1.55)
H (4.05, -3.81, 0.53)

F_max   0.0087 hartree/bohr
DFT total energy   -183417.4256 eV
Lowest unoccupied orbital energy   -10.91 eV
Relative energy (zero: lowest compared OMol25 entry of this formula, charge and spin)   7.8 kcal per mole
HOMO level   -0.60048 Eh
Total charge   +3
Gap between HOMO and LUMO   0.19946 Eh

The Mulliken scheme yields these atomic charges, measured in e: 1.83, -0.09, 0.11, 0.42, -0.86, -0.34, -0.90, -0.16, 0.40, 1.06, -1.49, -0.48, -0.97, -0.34, 0.71, 0.55, 0.50, 0.52, 0.43, 0.63, 0.55, 0.58, 0.64, -1.02, 0.25, -0.34, 0.11, -0.35, 0.03, -0.77, -0.33, -1.12, 0.38, 0.37, 0.11, 0.45, -0.13, 0.22, 0.59, 0.18, 0.47, 0.31, -1.18, 0.13, -0.83, 0.09, -0.28, 0.33, -0.99, -1.21, 0.42, 0.38, 0.40, 0.48, 0.36, -0.01, 0.32, 0.47, 0.20, 0.40, 0.42, 0.37